Computed, not measured: C3H8NO3PS as an isolated structure, with wB97M-V/def2-TZVPD.

The geometry in XYZ format:
```
17
Properties=species:S:1:pos:R:3:forces:R:3:mulliken_charge:R:1
C -1.16935 0.58539 -0.84085 -0.5 -2.1 -1.4 -1.612
C 0.39801 -1.27931 -0.88709 0.0 0.8 2.7 -1.605
C -0.43698 -0.40622 0.06304 -1.0 1.0 0.1 0.854
N -1.29084 -0.85635 1.09941 0.3 1.0 -2.7 -0.638
O 1.62998 1.65677 -1.19796 -0.3 -0.1 0.9 -0.714
O 2.56096 1.01796 1.15284 -1.8 1.2 -1.2 -0.763
O 0.55155 2.71421 0.87737 -0.7 1.0 0.6 -0.704
P 1.40325 1.64755 0.31192 4.0 -0.9 -0.1 0.764
S -0.75895 -2.04777 2.08436 0.3 -0.9 0.8 -0.366
H -1.69384 0.06091 -1.68522 0.9 0.0 0.2 0.312
H -2.00440 0.91306 -0.37113 -2.4 1.4 2.2 0.483
H -0.63594 1.42084 -1.19985 1.0 0.6 -0.5 0.400
H -0.03330 -1.63209 -1.75459 -1.7 -0.5 -1.7 0.431
H 0.83139 -2.07075 -0.39183 0.6 -2.3 1.5 0.467
H 1.25779 -0.77319 -1.15147 1.6 1.8 -0.9 0.461
H 0.41870 0.47908 0.63285 -0.8 -1.7 -0.6 0.183
H -1.02804 -1.43008 3.25821 0.3 -0.2 0.1 0.048
```
Positions in Å, forces in eV/Å.

Output
* total charge: -2
* 2S+1: 1
* energy above the lowest of the compared OMol25 structures with the same formula, charge and spin: 192.8 kJ/mol
* lowest unoccupied orbital energy: 5.580 eV
* E_HOMO: 0.47 eV